No. 1
# C29H21N4O4Pt

A structure of composition C29H21N4O4Pt (wB97M-V/def2-TZVPD, the OMol25 dataset).

Results
Spin multiplicity ... 5
E_LUMO (alpha / beta) ... -3.5 / -5.3 eV
HOMO level (alpha / beta) ... -10.459 / -11.023 eV
Net charge ... +1
Kohn-Sham gap (alpha / beta) ... 6.9 / 5.7 eV

Geometry as XYZ:
```
59
C29H21N4O4Pt (wB97M-V/def2-TZVPD)
Pt 1.25 0.62 -3.79
C 2.18 -0.02 -6.17
C 0.84 0.44 -6.38
C 0.71 1.74 -5.81
C 1.99 2.09 -5.30
C 2.88 1.00 -5.49
H 2.55 -0.99 -6.46
H 0.04 -0.11 -6.81
H -0.16 2.38 -5.81
H 2.24 3.03 -4.83
H 3.92 0.94 -5.18
C -2.18 2.02 9.18
O -1.98 0.84 8.40
C -1.53 0.96 7.15
C -1.33 -0.25 6.47
C -0.86 -0.22 5.18
C -0.55 1.01 4.56
C -0.77 2.22 5.26
C -1.28 2.23 6.54
N -0.06 0.95 3.25
N 0.40 2.01 2.79
C 0.72 2.01 1.45
C 1.79 2.86 1.11
C 2.30 2.93 -0.15
C 1.67 2.21 -1.20
O 2.10 2.24 -2.36
C 0.49 1.42 -0.91
N -0.13 0.86 -1.95
C -1.22 0.15 -1.76
C -1.72 -0.10 -0.48
C -1.11 0.47 0.60
C 0.03 1.29 0.41
H -2.46 1.64 10.17
H -3.01 2.62 8.78
H -1.26 2.60 9.27
H -1.50 -1.18 6.98
H -0.67 -1.17 4.66
H -0.55 3.18 4.80
H -1.45 3.15 7.11
H 2.25 3.39 1.95
H 3.20 3.50 -0.40
H -1.67 -0.25 -2.65
H -2.61 -0.69 -0.40
H -1.53 0.30 1.58
O -1.15 -2.03 -5.48
C -0.48 -2.22 -4.50
N 0.46 -1.37 -3.95
C 0.98 -1.88 -2.80
O 1.76 -1.20 -2.11
C 0.42 -3.22 -2.56
C 0.65 -4.11 -1.56
C -0.06 -5.33 -1.63
C -0.96 -5.57 -2.65
C -1.20 -4.61 -3.67
C -0.49 -3.45 -3.61
H 1.36 -3.92 -0.75
H 0.13 -6.09 -0.89
H -1.49 -6.52 -2.70
H -1.89 -4.82 -4.46
```

These are the Mulliken partial charges, in e, on atoms 1 to 8:
1 Pt 1.138
2 C -0.314
3 C -0.454
4 C -0.580
5 C -0.295
6 C -0.461
7 H 0.450
8 H 0.516

No. 2
# C30H42N7PdSSi

A structure of composition C30H42N7PdSSi (wB97M-V/def2-TZVPD, the OMol25 dataset).

Results
E_LUMO (alpha / beta) ... -3.1 / -3.1 eV
HOMO level (alpha / beta) ... -9.602 / -9.520 eV
Net charge ... +1
Kohn-Sham gap (alpha / beta) ... 6.5 / 6.4 eV

Geometry as XYZ:
```
82
C30H42N7PdSSi (wB97M-V/def2-TZVPD)
Pd 0.86 -0.20 0.19
N -0.49 4.11 0.68
C -0.03 2.87 0.84
N 0.16 2.01 -0.11
C -0.07 2.40 -1.43
N 0.23 1.66 -2.46
N 0.80 0.49 -2.06
C 1.31 -0.32 -2.87
C 2.03 -1.47 -2.29
C 2.82 -2.26 -3.11
C 3.60 -3.26 -2.56
C 3.59 -3.43 -1.19
C 2.75 -2.62 -0.43
N 1.95 -1.70 -0.96
C -0.67 3.71 -1.67
C -1.04 4.14 -2.95
C -1.59 5.40 -3.12
C -1.77 6.24 -2.03
C -1.41 5.84 -0.76
C -0.86 4.57 -0.59
H -0.62 4.70 1.48
H 0.18 2.57 1.86
H 1.34 -0.17 -3.95
H 2.83 -2.06 -4.18
H 4.23 -3.88 -3.19
H 4.20 -4.17 -0.70
H 2.72 -2.73 0.64
H -0.89 3.47 -3.78
H -1.88 5.73 -4.11
H -2.20 7.23 -2.17
H -1.55 6.49 0.10
C -0.54 -0.50 3.52
C -0.50 -1.82 2.74
C -1.37 -2.84 3.47
C 0.96 -2.32 2.79
Si -1.03 -1.49 0.91
C -2.66 -0.42 0.79
C -3.74 -1.01 1.72
C -3.20 -0.40 -0.65
C -2.55 1.06 1.18
C -1.30 -3.14 -0.08
C -0.28 -4.22 0.30
C -2.68 -3.76 0.23
C -1.22 -2.95 -1.60
H -0.14 -0.66 4.52
H -1.56 -0.12 3.64
H 0.07 0.27 3.04
H -1.02 -2.93 4.50
H -1.30 -3.84 3.03
H -2.42 -2.57 3.50
H 1.26 -2.40 3.84
H 1.64 -1.63 2.30
H 1.08 -3.30 2.35
H -3.89 -2.08 1.61
H -4.69 -0.52 1.50
H -3.52 -0.82 2.77
H -3.55 -1.37 -1.00
H -2.45 -0.03 -1.36
H -4.05 0.29 -0.70
H -1.98 1.24 2.10
H -3.56 1.45 1.35
H -2.12 1.65 0.38
H -0.41 -4.56 1.33
H 0.75 -3.91 0.18
H -0.43 -5.09 -0.35
H -2.82 -3.95 1.30
H -2.73 -4.73 -0.27
H -3.51 -3.17 -0.12
H -0.24 -2.61 -1.92
H -1.95 -2.24 -1.98
H -1.42 -3.91 -2.09
S 2.87 0.95 2.07
C 3.50 1.78 0.77
N 4.20 2.95 0.98
C 4.65 3.74 -0.01
C 4.41 3.39 -1.30
C 3.75 2.15 -1.49
N 3.35 1.37 -0.52
H 4.35 3.20 1.95
H 5.18 4.64 0.29
H 4.73 3.99 -2.13
H 3.57 1.79 -2.50
```

These are the Mulliken partial charges, in e, on atoms 1 to 8:
1 Pd -1.375
2 N 0.137
3 C -1.336
4 N 1.483
5 C -0.603
6 N -1.741
7 N 1.842
8 C -0.675

No. 3
# C9H10F3NO

An isolated molecule of C9H10F3NO (wB97M-V/def2-TZVPD, the OMol25 dataset).

Results
E_LUMO ... 0.7 eV
Structure (SMILES) ... C/C(C=C=N)=C/C(=C(\C)O)C(F)(F)F
HOMO level ... -7.948 eV
Kohn-Sham gap ... 8.7 eV

Geometry as XYZ:
```
24
C9H10F3NO (wB97M-V/def2-TZVPD)
C -1.36 0.91 -1.25
C -0.20 0.66 0.86
C -1.33 1.07 0.19
C 0.98 -0.22 0.50
C -0.37 0.64 -2.03
C 0.94 -1.54 0.16
C -2.49 1.66 0.92
C -0.35 -2.33 -0.01
C 2.23 0.40 0.71
N 0.57 0.32 -2.71
O 2.06 -2.26 -0.04
F 2.08 1.60 1.30
F 3.03 -0.40 1.60
F 3.07 0.59 -0.33
H -2.39 0.83 -1.55
H -0.16 0.93 1.93
H -2.29 2.65 1.23
H -2.74 1.15 1.81
H -3.34 1.67 0.26
H 0.00 -3.32 -0.13
H -1.05 -2.01 -0.77
H -0.86 -2.23 0.88
H 1.16 0.92 -3.42
H 2.82 -1.67 -0.09
```

These are the Mulliken partial charges, in e, on atoms 1 to 8:
1 C -0.919
2 C -0.711
3 C 1.303
4 C 0.337
5 C 0.311
6 C 0.809
7 C -1.596
8 C -1.365

No. 4
# C2H11N5O

The ion C2H11N5O with charge +2 (wB97M-V/def2-TZVPD, the OMol25 dataset).

Results
E_LUMO ... -8.7 eV
Structure (SMILES) ... CN([NH3+])C(O)=[N+](N)N
HOMO level ... -19.199 eV
Net charge ... +2
Kohn-Sham gap ... 10.5 eV

Geometry as XYZ:
```
19
C2H11N5O (wB97M-V/def2-TZVPD)
C -0.71 0.31 0.14
C 0.13 1.12 -2.26
N 0.61 -1.34 1.21
N 0.13 0.21 -1.21
N -0.64 -0.61 1.09
N 1.46 -0.17 -0.89
N -1.52 -0.68 2.16
O -1.49 1.34 0.04
H 0.87 1.97 -2.13
H 0.35 0.56 -3.17
H -0.80 1.66 -2.40
H 1.07 -1.00 2.11
H 0.33 -2.29 1.45
H 1.50 -1.02 -0.26
H 2.02 -0.21 -1.74
H 1.91 0.63 -0.37
H -1.83 -1.69 2.48
H -1.12 -0.32 3.09
H -2.26 1.54 0.65
```

These are the Mulliken partial charges, in e, on atoms 1 to 8:
1 C 0.581
2 C -0.942
3 N -0.710
4 N -0.007
5 N 0.483
6 N -0.266
7 N -0.875
8 O -0.381

No. 5
# C2H9N3O

A cluster of 2 separate species, C2H9N3O in total (wB97M-V/def2-TZVPD, the OMol25 dataset).

Results
E_LUMO ... 0.7 eV
Structure (SMILES) ... [H]/N=C(/N)NC.O
HOMO level ... -8.433 eV
Kohn-Sham gap ... 9.1 eV

Geometry as XYZ:
```
15
C2H9N3O (wB97M-V/def2-TZVPD)
C -0.29 -1.06 1.22
N -1.22 -0.47 0.28
C -1.01 0.69 -0.43
N -1.71 0.71 -1.62
N -0.34 1.71 -0.03
H 0.13 -0.29 1.85
H 0.46 -1.65 0.68
H -0.80 -1.82 1.78
H -2.01 -1.03 0.00
H -1.69 -0.18 -2.10
H -1.33 1.42 -2.24
H 0.48 1.41 0.49
H 3.69 -0.36 -0.10
H 2.57 0.55 0.50
O 3.08 0.37 -0.29
```

These are the Mulliken partial charges, in e, on atoms 1 to 8:
1 C -0.873
2 N -0.239
3 C 0.632
4 N -0.591
5 N -0.727
6 H 0.322
7 H 0.266
8 H 0.302

No. 6
# CH4Br2N3

A cluster of 2 separate species, CH4Br2N3 in total (wB97M-V/def2-TZVPD, the OMol25 dataset).

Results
E_LUMO (alpha / beta) ... -5.4 / -5.4 eV
HOMO level (alpha / beta) ... -13.492 / -13.491 eV
Net charge ... +1
Kohn-Sham gap (alpha / beta) ... 8.1 / 8.1 eV

Geometry as XYZ:
```
10
CH4Br2N3 (wB97M-V/def2-TZVPD)
C 0.81 -1.40 1.08
N -1.31 0.82 -1.05
N 1.45 -1.59 2.04
N 0.19 -1.12 0.04
Br -0.76 1.92 -2.26
Br 0.47 3.78 -1.41
H -2.28 0.80 -0.76
H 1.82 -1.26 2.91
H -0.07 -0.10 -0.17
H -0.32 -1.84 -0.44
```

These are the Mulliken partial charges, in e, on atoms 1 to 8:
1 C 0.447
2 N -0.615
3 N -0.129
4 N -0.265
5 Br 0.426
6 Br -0.058
7 H 0.231
8 H 0.347

No. 7
# C20H21Cl2NO3S

A structure of composition C20H21Cl2NO3S (wB97M-V/def2-TZVPD, the OMol25 dataset).

Results
E_LUMO ... -0.9 eV
HOMO level ... -6.679 eV
Kohn-Sham gap ... 5.8 eV

Geometry as XYZ:
```
48
C20H21Cl2NO3S (wB97M-V/def2-TZVPD)
Cl 2.78 -8.79 0.43
C 2.17 -7.18 0.45
C 2.14 -6.43 -0.73
C 1.59 -5.15 -0.72
C 1.06 -4.62 0.46
S 0.20 -2.98 0.42
C 1.40 -1.80 0.93
Cl 1.67 -0.35 0.09
O -0.17 -2.77 -0.96
O -0.85 -3.08 1.42
C 1.13 -5.35 1.64
C 1.68 -6.63 1.64
H 2.52 -6.86 -1.65
H 1.53 -4.59 -1.65
H 2.34 -2.21 1.37
H 0.71 -4.96 2.57
H 1.71 -7.23 2.55
C -4.97 3.00 -1.57
C -4.03 1.79 -1.37
N -2.64 2.14 -1.19
C -1.87 1.43 -0.35
C -0.55 1.73 -0.06
C 0.25 1.24 0.99
C 1.44 2.13 1.32
C 1.79 2.38 2.63
C 2.96 3.11 2.95
C 3.81 3.55 1.92
C 3.52 3.22 0.57
C 2.31 2.52 0.29
C -2.06 3.20 -2.03
C -3.16 3.69 -2.99
O -4.36 4.12 -2.22
H -5.83 2.67 -2.20
H -5.34 3.34 -0.58
H -4.34 1.23 -0.48
H -4.12 1.16 -2.28
H -2.43 0.71 0.25
H 0.00 2.35 -0.78
H -0.13 0.49 1.69
H 1.12 2.05 3.41
H 3.16 3.40 3.99
H 4.75 4.09 2.15
H 4.19 3.55 -0.25
H 2.12 2.30 -0.76
H -1.70 4.08 -1.46
H -1.20 2.82 -2.62
H -2.86 4.61 -3.52
H -3.43 2.87 -3.72
```

These are the Mulliken partial charges, in e, on atoms 1 to 8:
1 Cl -0.216
2 C 0.322
3 C -0.574
4 C -0.296
5 C -0.118
6 S 1.231
7 C -0.710
8 Cl 0.094

No. 8
# C3H7N2O4

A structure of composition C3H7N2O4 (wB97M-V/def2-TZVPD, the OMol25 dataset).

Results
E_LUMO (alpha / beta) ... -8.0 / -8.0 eV
HOMO level (alpha / beta) ... -14.432 / -14.432 eV
Net charge ... +1
Kohn-Sham gap (alpha / beta) ... 6.4 / 6.4 eV

Geometry as XYZ:
```
16
C3H7N2O4 (wB97M-V/def2-TZVPD)
C 0.63 -0.57 0.95
C 0.43 0.84 -1.18
C 0.09 -0.49 -0.46
N 1.80 -0.22 1.49
N -0.77 -1.20 2.17
O 2.74 0.29 0.92
O 1.93 -0.45 2.84
O -1.28 -0.72 -0.49
O -0.50 -1.58 3.32
H -0.46 1.44 -1.14
H 1.27 1.31 -0.86
H 0.45 0.62 -2.18
H 0.54 -1.30 -0.98
H -1.72 -0.99 1.83
H -1.78 -0.74 -1.39
H 1.35 -1.21 3.17
```

These are the Mulliken partial charges, in e, on atoms 1 to 8:
1 C 0.107
2 C -1.344
3 C 0.595
4 N 0.676
5 N 0.175
6 O -0.495
7 O -0.396
8 O -0.617

No. 9
# C17H16FeO6

A structure of composition C17H16FeO6 (wB97M-V/def2-TZVPD, the OMol25 dataset).

Results
Spin multiplicity ... 5
E_LUMO (alpha / beta) ... 0.3 / -2.4 eV
HOMO level (alpha / beta) ... -6.046 / -9.051 eV
Kohn-Sham gap (alpha / beta) ... 6.3 / 6.6 eV

Geometry as XYZ:
```
40
C17H16FeO6 (wB97M-V/def2-TZVPD)
C -1.75 -1.49 3.23
C -1.69 -1.92 1.79
C -0.44 -2.46 1.28
C -0.31 -2.78 -0.16
C 0.39 -4.11 -0.40
C 1.70 -4.08 0.33
O 1.53 -3.82 1.75
C 0.47 -3.13 2.23
O 0.33 -3.11 3.47
O -2.69 -1.80 1.06
H -1.06 -2.11 3.81
H -1.44 -0.43 3.32
H -2.78 -1.59 3.58
H -1.31 -2.79 -0.61
H 0.27 -1.98 -0.64
H -0.25 -4.94 -0.07
H 0.57 -4.24 -1.47
H 2.23 -5.04 0.27
H 2.34 -3.29 -0.08
O 1.09 5.89 -2.57
C 0.95 4.83 -2.10
Fe 0.74 3.41 -1.10
C 2.39 3.59 -0.42
O 3.39 4.00 0.00
C 0.05 4.51 0.17
O -0.12 5.46 0.83
C -0.11 0.57 -0.11
C -1.40 1.03 -0.26
C -1.74 2.24 -0.88
C -1.03 2.89 -1.92
C -0.01 2.25 -2.71
C 1.04 1.61 -2.09
C 1.00 1.28 -0.69
H 0.10 -0.27 0.55
H -2.20 0.43 0.17
H -2.69 2.70 -0.60
H -1.52 3.77 -2.35
H 0.02 2.48 -3.78
H 1.95 1.39 -2.65
H 1.97 1.05 -0.20
```

These are the Mulliken partial charges, in e, on atoms 1 to 8:
1 C -1.079
2 C 0.942
3 C -0.072
4 C -0.068
5 C -0.762
6 C -0.452
7 O -0.378
8 C 0.492

No. 10
# C5H14O

A cluster of 2 separate species, C5H14O in total (wB97M-V/def2-TZVPD, the OMol25 dataset).

Results
E_LUMO ... 0.9 eV
Structure (SMILES) ... CCC(C)C.O
HOMO level ... -11.313 eV
Kohn-Sham gap ... 12.3 eV

Geometry as XYZ:
```
20
C5H14O (wB97M-V/def2-TZVPD)
C 0.60 -2.01 -0.29
C 0.56 -0.56 -0.75
C 0.43 0.46 0.38
C 0.25 1.87 -0.19
C 1.64 0.41 1.31
H 1.52 -2.23 0.24
H -0.24 -2.25 0.37
H 0.55 -2.70 -1.14
H 1.47 -0.34 -1.32
H -0.25 -0.40 -1.47
H -0.46 0.21 0.97
H 0.11 2.59 0.62
H -0.65 1.93 -0.81
H 1.13 2.15 -0.78
H 1.74 -0.55 1.80
H 1.55 1.17 2.10
H 2.56 0.61 0.76
H -2.10 -0.28 -0.41
H -3.37 -0.14 -1.22
O -3.04 -0.13 -0.31
```

These are the Mulliken partial charges, in e, on atoms 1 to 8:
1 C -1.287
2 C -0.745
3 C 0.814
4 C -1.524
5 C -1.593
6 H 0.333
7 H 0.295
8 H 0.386

No. 11
# C46H50BrN4O11

A cluster of 4 separate species, C46H50BrN4O11 in total (wB97M-V/def2-TZVPD, the OMol25 dataset).

Results
E_LUMO ... -3.8 eV
HOMO level ... -9.753 eV
Net charge ... +1
Kohn-Sham gap ... 6.0 eV

Geometry as XYZ:
```
112
C46H50BrN4O11 (wB97M-V/def2-TZVPD)
C -1.87 3.39 5.43
C -3.27 2.87 4.97
O -4.20 3.64 5.02
O -3.55 1.59 4.44
C -2.60 0.61 4.77
O -2.20 0.39 5.88
C -2.06 -0.34 3.61
C -2.22 0.42 2.23
N -1.78 1.82 2.08
C -0.32 2.18 2.06
C 0.61 1.45 3.08
O 0.39 1.47 4.26
Br 2.24 0.49 2.52
C -2.11 2.04 0.66
N -2.18 3.24 0.16
N -2.26 0.80 -0.05
C -2.01 -0.38 0.87
C -3.04 -1.52 0.53
C -2.95 -2.79 1.47
C -2.69 -4.16 0.73
C -2.49 -5.26 1.86
N -1.13 -5.28 2.41
C -0.66 -6.24 3.34
C 0.72 -5.96 3.70
C 1.18 -4.75 2.92
C -0.04 -4.45 2.19
C -0.54 -0.99 0.61
O 0.15 -0.04 -0.17
C 1.01 -0.53 -1.15
C 1.10 -1.87 -1.71
C 2.04 -2.26 -2.79
C 2.12 -3.70 -3.37
C 2.93 -1.24 -3.38
C 2.87 0.12 -2.80
C 1.95 0.48 -1.73
C 1.91 1.96 -1.16
C 0.77 2.84 -1.77
C 3.36 2.58 -1.29
H -2.02 4.42 5.88
H -1.13 3.51 4.60
H -1.48 2.76 6.28
H -0.99 -0.62 3.80
H -2.73 -1.25 3.66
H -3.35 0.53 2.20
H -0.25 3.29 2.30
H 0.08 2.11 1.00
H -2.07 4.06 0.75
H -2.25 3.41 -0.85
H -3.30 0.76 -0.11
H -4.07 -1.08 0.62
H -2.87 -1.86 -0.54
H -2.11 -2.66 2.22
H -3.89 -2.88 2.09
H -3.59 -4.48 0.14
H -1.78 -4.13 0.07
H -3.19 -5.00 2.70
H -2.81 -6.27 1.49
H -1.21 -7.10 3.80
H 1.38 -6.51 4.42
H 2.16 -4.22 2.90
H -0.03 -3.56 1.52
H -0.72 -2.00 0.15
H 0.00 -1.19 1.59
H 0.43 -2.67 -1.32
H 2.32 -4.45 -2.54
H 3.03 -3.78 -4.04
H 1.23 -4.01 -3.98
H 3.62 -1.49 -4.22
H 3.55 0.89 -3.26
H 1.72 1.86 -0.05
H 1.01 3.26 -2.78
H -0.24 2.32 -1.81
H 0.61 3.73 -1.08
H 3.47 3.41 -0.54
H 3.57 2.89 -2.35
H 4.09 1.77 -0.99
C 2.16 5.48 -5.55
C 1.48 5.62 -6.69
C 1.21 4.46 -7.57
O 0.59 4.58 -8.60
C 1.74 3.14 -7.14
C 2.43 3.01 -6.01
C 2.69 4.17 -5.13
O 3.32 4.04 -4.09
H 2.37 6.33 -4.89
H 1.08 6.57 -7.01
H 1.54 2.31 -7.80
H 2.82 2.05 -5.68
C 4.95 9.07 -3.55
C 5.84 10.00 -3.87
C 5.80 10.70 -5.18
O 6.62 11.54 -5.48
C 4.72 10.31 -6.12
C 3.82 9.38 -5.80
C 3.87 8.69 -4.49
O 3.05 7.84 -4.20
H 4.96 8.56 -2.60
H 6.64 10.30 -3.20
H 4.70 10.83 -7.07
H 3.03 9.09 -6.47
C -4.35 -9.30 5.83
C -5.06 -10.42 5.84
C -4.67 -11.59 5.01
O -5.32 -12.61 5.02
C -3.45 -11.45 4.18
C -2.74 -10.32 4.17
C -3.14 -9.16 5.00
O -2.48 -8.13 4.99
H -4.62 -8.44 6.43
H -5.95 -10.54 6.45
H -3.18 -12.31 3.58
H -1.85 -10.21 3.56
```

These are the Mulliken partial charges, in e, on atoms 1 to 8:
1 C -0.692
2 C 0.665
3 O -0.527
4 O -0.320
5 C 0.099
6 O -0.517
7 C -0.103
8 C -1.063

no.,calculated total energy (hartree)
1,-1756.64664
2,-2367.02313
3,-778.44634
4,-431.02718
5,-321.08719
6,-5352.38308
7,-2373.56202
8,-528.36566
9,-2372.33305
10,-274.14206
11,-5403.01888